This record from the OMol25 dataset describes a structure of composition C33H68B3F30N10O18S6 at a distorted geometry. The level of theory is wB97M-V/def2-TZVPD.

Geometry as XYZ:
```
168
Properties=species:S:1:pos:R:3:forces:R:3
S -3.0667 -4.2252 -2.3031 -0.3 1.2 0.5
S 3.6401 -3.3391 0.5704 0.3 0.0 5.9
S 5.6087 2.2159 -1.7670 -1.6 -3.4 0.6
S 3.9114 4.4354 -1.2915 0.1 0.3 1.4
S 3.9848 -6.0300 1.1206 -3.1 1.3 1.2
S -0.8820 -3.1360 -3.6220 -4.8 2.4 -1.2
F -3.0680 -1.6467 2.0707 0.2 1.0 0.8
F -2.7100 6.2963 2.7752 0.3 -0.4 -1.3
F 6.2119 -3.1296 1.5541 -0.7 -0.3 0.2
F 3.1972 6.4687 -0.1415 1.0 0.6 0.5
F -2.5342 6.8567 0.5049 0.0 0.2 -0.2
F -2.8593 -6.6819 -2.8833 0.1 0.3 1.1
F -0.6860 -0.1258 -0.0504 0.3 0.1 0.0
F -2.2145 -6.3401 -0.8140 -0.9 0.8 -0.5
F 5.8097 -1.9825 -0.1831 -0.3 0.4 0.0
F 6.7792 3.7871 -3.3003 1.2 1.9 -0.4
F 6.5366 -5.9739 1.1171 0.3 -0.4 -0.1
F -0.0993 -3.2209 -6.1659 -0.1 0.5 0.0
F 1.0675 -1.1759 1.0499 -0.5 0.4 -0.2
F -1.7262 -1.1291 3.9943 -0.2 0.0 -0.7
F 7.5730 1.7633 -3.3802 -1.0 0.5 -0.6
F 5.0300 -1.3391 1.7677 -0.1 -0.1 -0.5
F 0.4996 -4.8605 -4.8891 0.1 -0.1 -0.2
F -4.3639 -6.1955 -1.3882 1.0 0.0 0.4
F 5.4331 6.2932 -0.4192 0.4 1.3 -0.3
F 0.6609 1.0729 1.4887 -0.3 -1.1 -0.6
F -3.1927 0.4863 3.0401 0.6 -1.6 0.5
F -0.9255 5.4998 1.4901 -0.8 0.2 -0.3
F 5.6875 2.3698 -4.4509 0.9 -0.5 1.4
F 1.5486 0.4619 -0.5488 -1.0 -0.5 0.5
F 5.6346 -7.9447 1.3662 0.5 -0.4 -0.1
F 5.5300 -6.9069 -0.5658 1.0 -0.8 -1.0
F -1.4820 -4.7700 -5.6673 -1.5 -0.6 -0.4
F -3.1181 4.6882 1.0941 0.7 1.1 0.6
F 4.4774 5.3113 1.1458 0.0 -1.2 3.0
F -3.9855 -1.3924 4.1522 -0.3 -0.2 0.3
O 3.0133 -3.2255 1.9330 0.8 -0.2 -3.0
O 0.3904 -2.7336 -3.1909 2.5 0.2 1.0
O -1.8201 -2.0173 -3.9522 1.8 -2.4 0.3
O -0.2206 -3.9859 2.9254 0.0 0.1 0.2
O 4.0784 -5.6517 2.5137 -0.2 -1.0 -0.4
O 2.8462 -6.7853 0.6071 1.8 0.1 1.0
O -3.4729 -3.5429 -1.0821 0.4 0.1 0.1
O 6.5457 1.4777 -0.9111 -0.9 1.6 -0.6
O -3.9028 -3.9971 -3.4357 -0.5 -0.6 0.0
O 2.7864 3.7798 -0.6385 0.0 -0.3 -0.7
O 6.2295 3.5577 3.7227 0.2 -0.2 -0.1
O -5.4990 3.1895 2.6582 0.6 0.4 0.8
O -1.2257 4.1085 -2.5016 -0.6 -0.3 -0.9
O 3.5119 -1.3167 -4.8953 0.2 -0.3 1.6
O 3.6993 5.2132 -2.4816 0.4 -1.1 0.0
O 2.9895 -2.6189 -0.4515 -0.5 0.8 -1.4
O 3.5902 -1.2877 4.1164 -2.3 -1.1 0.1
O 4.4531 1.4430 -2.2237 0.5 0.6 0.5
N 4.1008 -4.7423 0.1874 0.3 0.5 -1.0
N 5.7067 1.9366 2.0827 -1.6 -0.5 0.0
N 0.1609 4.0551 -0.6948 0.8 1.0 1.4
N -4.9550 -0.0102 -1.8391 -2.5 -0.4 -0.6
N 1.2987 -1.2935 3.7930 -0.5 -2.0 0.2
N -1.5599 -4.1845 -2.6206 2.2 0.6 -0.6
N 2.5961 -0.8049 -2.7698 0.9 0.1 -1.1
N -4.4088 4.8326 3.9356 0.6 -1.1 -1.6
N -2.1570 -3.8746 1.5798 1.7 -1.1 0.2
N 5.2114 3.5726 -1.1024 0.8 -0.1 -0.3
C 2.5303 -3.3566 4.6465 0.5 0.3 1.1
C -5.3771 4.3398 2.9380 -2.1 0.4 -1.5
C 6.6879 2.8091 2.9436 1.2 0.2 -1.8
C 6.4684 2.5383 -3.3454 0.1 -0.8 -0.8
C -6.1269 5.4535 2.2326 0.4 0.8 0.6
C 2.5848 -1.9843 4.1672 3.2 2.7 0.4
C -0.2425 4.5646 -2.0405 0.0 0.3 0.8
C 8.0938 2.4377 2.5773 -0.8 -1.9 2.2
C 4.4396 2.0190 2.8167 -0.3 0.9 0.8
C -3.7824 3.6899 4.6447 -1.9 0.8 2.0
C -5.6486 1.1644 -2.5783 0.1 -0.7 1.2
C -3.0841 -5.9377 -1.7633 -1.2 -2.2 -1.6
C -4.8975 2.4535 -2.3126 0.7 -0.7 0.3
C -6.9537 -2.8277 -3.8055 0.8 0.1 1.2
C -0.6216 -4.0921 1.8127 -1.9 1.2 0.4
C 4.3287 5.7052 -0.0458 -1.4 0.2 -3.1
C -2.8872 -5.0306 2.2962 -0.9 0.8 -3.3
C 0.6457 5.6303 -2.5232 0.8 0.3 -1.0
C 3.5744 -1.5482 -3.7246 0.8 -1.1 0.2
C 0.0903 -4.4509 0.6146 1.7 -1.7 -0.3
C -3.6475 -0.3181 -2.4271 1.3 -0.2 -0.3
C 4.5078 -2.5500 -2.9513 -1.1 0.4 -2.0
C -4.1963 1.5809 -0.0767 0.9 -0.9 0.0
C -4.8640 0.2222 -0.3683 0.6 0.7 0.5
C 5.5601 -6.7896 0.7401 -0.7 0.6 0.1
C -6.0253 -1.6143 -3.5490 1.1 -0.7 -2.2
C 1.0619 0.0389 4.4166 1.4 0.0 -1.6
C -0.5167 -4.0452 -5.2235 1.4 -0.1 1.3
C -5.8735 -1.2432 -2.0850 -0.1 -0.8 0.1
C 1.9150 0.2542 -3.5724 -0.9 -1.3 -0.3
C 5.2585 -2.4100 0.9663 0.4 0.0 -0.6
C -0.7470 3.0421 -0.1404 -0.5 -1.8 0.2
C -4.8670 2.7121 -0.8188 -1.0 0.3 0.8
B -2.9766 -0.9189 3.3828 -0.4 1.6 -0.7
B 0.5852 0.0324 0.4558 1.5 1.0 0.6
B -2.2972 5.8634 1.3796 -0.1 -0.9 1.2
H -4.3734 3.6508 -0.5816 0.1 0.1 -0.1
H -3.8449 2.2925 -2.5656 0.0 0.2 -0.5
H -6.6525 -3.6164 -3.1117 -0.1 -0.3 -0.4
H 5.9119 0.9426 2.0374 0.9 -0.3 0.1
H 1.6261 5.2250 -2.8402 -0.6 0.0 0.2
H -3.4208 -1.3651 -2.1922 0.1 0.5 -0.1
H -2.4799 -2.8786 1.9417 0.3 -1.2 -0.5
H 8.5070 2.8563 1.6870 0.1 0.6 -0.5
H -6.8965 -1.0526 -1.6978 0.8 0.3 0.2
H -7.2036 5.3884 2.2790 -0.3 -0.7 0.2
H 1.8289 0.6837 3.9837 -0.3 0.1 0.0
H -0.5069 2.8398 0.9129 0.3 0.1 -0.6
H -5.2548 3.2860 -2.9010 -0.3 0.1 -0.1
H -4.3243 -0.6242 0.0410 0.3 0.0 0.1
H -0.1318 -3.9264 -0.3044 -0.1 0.5 0.0
H 4.7295 1.8504 3.8672 -1.0 -0.1 -0.5
H -6.5145 -0.8302 -4.1424 0.5 0.2 0.2
H 0.5237 -1.9409 3.9969 0.0 0.3 0.2
H -5.8559 5.4250 1.1805 0.2 0.1 0.0
H 1.3863 -0.2752 -4.3809 0.4 0.6 0.1
H 1.2742 -0.0125 5.4574 -0.4 -0.2 0.9
H 0.2364 6.1896 -3.3595 -0.3 -0.3 -0.1
H 5.5450 2.1523 1.0843 0.7 0.6 0.1
H -5.6801 0.7552 -3.5684 0.0 0.7 -0.7
H 4.0898 3.0212 2.6689 -0.2 0.7 0.4
H -4.1461 1.7621 0.9864 -0.6 -0.1 0.4
H 8.0000 1.3280 2.4440 0.6 0.8 -0.1
H -2.9551 -5.9338 1.6155 0.1 1.2 0.7
H -3.1189 1.4949 -0.2768 -0.2 0.1 -0.5
H 4.7306 -3.3987 -3.6291 -0.3 0.5 0.3
H -5.9121 6.4433 2.6707 0.3 -0.3 -0.4
H 1.5686 -3.5413 5.0169 -1.5 -0.6 0.6
H 8.6626 2.5739 3.5127 0.3 0.3 -0.8
H 1.1725 -4.4572 0.8899 -0.9 0.0 -0.6
H 1.2924 -1.3333 2.7588 0.0 0.9 -0.5
H -6.6827 1.1981 -2.1835 0.5 0.0 -0.1
H 4.0354 -2.8800 -2.0308 0.3 0.1 -0.3
H -2.2515 -3.8932 0.5514 -0.8 0.1 0.4
H -3.4221 2.9137 4.0342 0.5 -0.5 -1.3
H -4.7606 5.6340 4.4699 0.1 -0.6 0.2
H -3.8830 -4.6092 2.4666 0.2 -0.6 0.5
H 5.4373 -2.0200 -2.8005 0.3 0.2 0.4
H 3.2750 -3.5552 5.4289 -0.1 0.3 -0.3
H -5.4395 -2.1288 -1.5464 -0.2 1.0 -0.3
H -3.6982 5.2646 3.2741 0.4 0.5 0.4
H -0.6480 2.1047 -0.7336 0.1 0.7 0.5
H 0.8726 6.3541 -1.7598 0.1 0.2 0.6
H -1.8061 3.2990 -0.1493 0.4 0.6 -0.4
H -3.0427 4.0993 5.2885 0.7 0.1 0.5
H -7.9847 -2.5948 -3.6054 -0.5 0.2 0.2
H -4.6168 3.2758 5.2263 0.6 -0.2 0.1
H -5.8474 0.1990 0.0912 -0.4 0.0 -0.4
H 2.6804 0.9558 -3.8954 -0.2 -0.1 -0.1
H -6.8899 -3.1643 -4.8312 0.2 -0.1 -0.1
H 2.0138 -1.5651 -2.3478 0.1 1.0 -0.1
H 0.1771 4.8832 -0.0125 -0.1 -1.1 -1.0
H 1.1984 3.7302 -0.7323 -1.2 0.4 0.1
H -5.8984 2.7893 -0.3912 0.5 0.1 -0.4
H 1.1785 0.6987 -2.9428 -0.3 0.5 0.5
H -2.2875 -5.2393 3.1194 0.4 -0.4 1.8
H -3.6091 -0.1560 -3.5134 -0.4 -0.3 0.4
H 3.1203 -0.2625 -2.0678 0.0 -0.7 0.4
H -2.8622 0.3238 -2.0235 -0.2 -0.2 0.2
H -0.2096 -5.5060 0.3991 0.3 0.5 0.1
H 2.7210 -3.9943 3.8310 0.2 -1.0 -1.0
H 0.0806 0.3340 4.1110 -0.5 0.3 0.2
H 3.6452 1.4303 2.4310 -0.2 -1.2 -0.4
H -5.0032 -1.8827 -4.0511 -1.8 0.7 1.1
```
Positions in Å, forces in eV/Å.

## Properties
HOMO energy (eV): -11.53
Gap between HOMO and LUMO (eV): 9.04
LUMO energy (eV): -2.49
Multiplicity: 1
Net charge: +1

Results of the Mulliken charge analysis, in e, for atoms 1 through 2:
1. S 1.509
2. S -0.036